Molecular formula: C21H24N5O8Ru
Method: DFT, ωB97M-V/def2-TZVPD

Output
**Net charge**: 0
**Orbital gap (alpha / beta)**: 5.24 / 6.43 eV
**Multiplicity**: 2
**Energy relative to the best compared isomer or geometry (same formula, charge and spin)**: 26.6 kcal per mole
**Electronic energy**: -48577.0425 eV

Positions of all 59 atoms, in Å:
Ru (0.4316, 0.5722, -1.0061)
C (3.6858, 3.0269, 0.4873)
C (2.2605, 2.5014, 0.5254)
O (1.6239, 2.4479, -0.5401)
C (1.7409, 2.1710, 1.8015)
C (0.5040, 1.5940, 2.0696)
C (0.0387, 1.5023, 3.4985)
N (-0.3025, 1.1351, 1.1223)
N (-1.4928, 0.6744, 1.4931)
C (-2.2626, 0.2047, 0.5165)
O (-1.8947, 0.1183, -0.6852)
C (-3.6345, -0.2087, 0.8884)
C (-4.1176, -0.0886, 2.1890)
C (-5.4242, -0.4378, 2.4740)
C (-6.2547, -0.9155, 1.4710)
C (-5.7724, -1.0604, 0.1795)
C (-4.4673, -0.7133, -0.1089)
H (4.0837, 2.8903, -0.5142)
H (4.3145, 2.5187, 1.2133)
H (3.6857, 4.0903, 0.7163)
H (2.3517, 2.4357, 2.6506)
H (0.8141, 1.8355, 4.1812)
H (-0.2533, 0.4801, 3.7295)
H (-0.8468, 2.1255, 3.6164)
H (-3.4646, 0.2862, 2.9606)
H (-5.8009, -0.3345, 3.4824)
H (-7.2801, -1.1726, 1.6951)
H (-6.4126, -1.4434, -0.6034)
H (-4.0663, -0.8278, -1.1042)
O (-3.1082, 2.2155, -2.5335)
C (-1.8558, 1.7757, -2.6512)
O (-0.9127, 2.3281, -2.1398)
C (-1.7440, 0.5493, -3.5356)
O (-0.4332, 0.0423, -3.4184)
C (-0.3297, -1.3486, -3.6550)
C (-0.4465, -2.1942, -2.3143)
O (-1.1041, -3.2185, -2.3613)
O (0.2194, -1.7290, -1.3620)
H (-3.1463, 2.9537, -1.9048)
H (-1.9497, 0.8369, -4.5802)
H (-2.4989, -0.1777, -3.2144)
H (0.6773, -1.5289, -4.0452)
H (-1.0804, -1.6974, -4.3708)
C (5.4548, -0.9298, -1.2356)
N (4.3339, -1.2340, -0.3778)
C (4.3875, -2.1899, 0.5682)
C (3.3117, -2.4880, 1.3384)
C (2.1290, -1.7136, 1.1397)
N (2.1292, -0.7194, 0.2740)
C (3.1451, -0.5136, -0.5869)
O (3.0591, 0.2586, -1.5264)
N (1.0163, -1.9236, 1.8537)
H (6.2057, -1.7140, -1.1675)
H (5.8878, 0.0301, -0.9481)
H (5.1016, -0.8388, -2.2622)
H (5.3327, -2.7029, 0.6778)
H (3.3436, -3.2776, 2.0675)
H (0.9088, -2.7793, 2.3712)
H (0.1790, -1.4790, 1.5009)


Molecular formula: C21H24O7Se2W
Method: DFT, ωB97M-V/def2-TZVPD

Output
**Net charge**: +2
**Orbital gap**: 6.35 eV
**Energy relative to the best compared isomer or geometry (same formula, charge and spin)**: 18.7 kcal per mole
**Electronic energy**: -169002.7341 eV

Positions of all 55 atoms, in Å:
W (0.5212, -0.7255, -0.4353)
C (-5.3201, 1.9564, -2.5931)
O (-4.4782, 2.9990, -2.1188)
C (-3.2400, 2.7774, -1.7721)
C (-2.4872, 3.9050, -1.3310)
C (-1.2181, 3.7684, -0.8711)
C (-0.5878, 2.4892, -0.7730)
C (0.6336, 2.2735, -0.1050)
C (1.5771, 3.3392, 0.3039)
O (0.9963, 1.0459, 0.1769)
C (-1.3109, 1.3800, -1.3558)
O (-0.6821, 0.2022, -1.4899)
C (-2.5994, 1.5291, -1.8188)
H (-6.3306, 2.3625, -2.5945)
H (-5.2865, 1.0751, -1.9482)
H (-5.0421, 1.6785, -3.6136)
H (-2.9662, 4.8706, -1.3689)
H (-0.6876, 4.6479, -0.5429)
H (1.0984, 4.3015, 0.4322)
H (2.3307, 3.4406, -0.4834)
H (2.1109, 3.0481, 1.2084)
H (-3.0808, 0.6595, -2.2402)
O (2.9004, -1.3034, 0.5243)
C (3.6395, -2.4886, 0.1106)
C (3.4138, -2.7931, -1.3793)
C (4.5296, -3.8008, -1.7840)
O (4.4285, -4.9026, -0.9259)
C (3.6104, -1.5351, -2.2247)
Se (2.0031, -0.2858, -2.2934)
C (2.0939, -3.5288, -1.6622)
Se (0.5021, -3.0927, -0.4609)
H (3.1724, -1.1205, 1.4401)
H (3.3331, -3.3545, 0.7043)
H (4.7049, -2.3024, 0.2627)
H (5.5089, -3.3136, -1.6863)
H (4.3814, -4.0836, -2.8324)
H (4.9701, -5.6284, -1.2519)
H (3.8166, -1.7929, -3.2645)
H (4.4379, -0.9339, -1.8473)
H (2.2518, -4.5965, -1.4931)
H (1.7668, -3.3724, -2.6938)
O (-1.3405, -0.9494, 0.5515)
C (-0.8242, -0.6845, 1.6957)
O (0.4640, -0.7768, 1.6917)
C (-1.6139, -0.2455, 2.8165)
C (-3.0141, -0.2818, 2.7151)
C (-3.7856, 0.2197, 3.7420)
C (-3.1707, 0.7613, 4.8663)
C (-1.7845, 0.7800, 4.9792)
C (-0.9979, 0.2671, 3.9695)
H (-3.4679, -0.7140, 1.8350)
H (-4.8619, 0.1922, 3.6730)
H (-3.7808, 1.1743, 5.6557)
H (-1.3204, 1.1918, 5.8617)
H (0.0802, 0.2689, 4.0383)


Molecular formula: C21H25Cl3IrN5O
Method: DFT, ωB97M-V/def2-TZVPD

Output
**Net charge**: +3
**Orbital gap (alpha / beta)**: 7.06 / 6.06 eV
**Multiplicity**: 6
**Energy relative to the best compared isomer or geometry (same formula, charge and spin)**: 0.0 kcal per mole
**Electronic energy**: -72056.6835 eV

Positions of all 56 atoms, in Å:
Ir (1.0158, 0.4418, -0.3881)
C (-1.0739, -1.8411, 3.2306)
C (0.0973, -1.1525, 2.5930)
N (0.9986, -1.7930, 2.0320)
C (2.1962, -1.9293, 1.2968)
C (2.5264, -0.6585, 0.4906)
N (1.8307, 0.0621, -2.1095)
C (1.1654, 0.1611, -3.3910)
C (-0.3285, 0.0479, -3.1646)
N (-0.6976, 0.8597, -1.9873)
C (-0.8686, 2.3082, -2.2751)
C (0.3684, 3.0972, -1.8464)
N (0.6506, 2.5965, -0.5104)
C (0.6492, 3.2685, 0.5736)
C (0.6346, 4.7549, 0.6749)
C (0.5680, 2.4346, 1.8119)
C (0.4921, 3.0219, 3.0628)
C (0.2710, 2.2330, 4.1801)
C (0.1187, 0.8707, 4.0011)
C (0.2374, 0.3462, 2.7227)
N (0.4670, 1.0921, 1.6333)
H (-1.1457, -2.8727, 2.8961)
H (-1.9859, -1.2942, 2.9982)
H (-0.9288, -1.8393, 4.3140)
H (2.0359, -2.7653, 0.6074)
H (2.9905, -2.2045, 1.9941)
H (3.2791, -0.9738, -0.2330)
H (3.0088, 0.0705, 1.1547)
H (2.8105, -0.1992, -2.1778)
H (1.5314, -0.6231, -4.0577)
H (1.4394, 1.1127, -3.8649)
H (-0.5836, -0.9884, -2.9517)
H (-0.8844, 0.3595, -4.0501)
H (-1.5535, 0.4903, -1.5872)
H (-1.7216, 2.6645, -1.6978)
H (-1.0907, 2.4709, -3.3303)
H (0.1560, 4.1643, -1.8666)
H (1.2296, 2.9058, -2.4865)
H (0.8808, 5.2254, -0.2715)
H (1.3641, 5.0913, 1.4117)
H (-0.3492, 5.1059, 0.9986)
H (0.5904, 4.0923, 3.1667)
H (0.2058, 2.6726, 5.1667)
H (-0.0750, 0.2205, 4.8428)
Cl (-3.2850, -6.1920, -2.0067)
C (-2.5191, -4.7780, -1.5218)
C (-1.1564, -4.5860, -1.8457)
C (-0.5302, -3.4427, -1.4568)
Cl (1.1207, -3.1917, -1.8771)
C (-1.2087, -2.4092, -0.7005)
O (-0.6678, -1.3439, -0.3055)
C (-2.6176, -2.6549, -0.4288)
Cl (-3.4858, -1.4103, 0.3670)
C (-3.2472, -3.7972, -0.8182)
H (-0.6289, -5.3479, -2.4040)
H (-4.2968, -3.9544, -0.6086)


Molecular formula: C21H25F4N4O12
Method: DFT, ωB97M-V/def2-TZVPD

Output
**Net charge**: +1
**Orbital gap**: 8.20 eV
**Electronic energy**: -63573.0600 eV

Positions of all 66 atoms, in Å:
N (4.3103, -1.9994, 1.9397)
C (4.5669, -0.6869, 1.8323)
N (5.2761, -0.2182, 0.6534)
C (5.4675, 1.2684, 0.7137)
C (4.0868, 2.0028, 1.0783)
C (3.3331, 1.3501, 2.3553)
C (1.8076, 1.0927, 1.9671)
C (0.6677, 1.5718, 2.9391)
C (-0.7894, 1.3291, 2.4811)
N (-1.2383, 0.7297, 1.2685)
C (-0.1903, 0.2742, 0.4164)
C (1.3345, 0.3931, 0.6386)
N (4.0446, 0.1626, 2.9270)
H (3.5886, -2.2910, 2.6195)
H (4.8624, -2.6795, 1.4011)
H (4.7900, -0.4697, -0.2228)
H (6.2932, 1.5099, 1.4750)
H (5.7790, 1.6097, -0.3373)
H (3.4036, 2.0660, 0.1596)
H (4.3496, 3.0989, 1.3388)
H (3.3277, 2.1531, 3.1863)
H (0.8957, 2.0761, 3.9405)
H (-1.6110, 1.7071, 3.1964)
H (-0.5169, -0.2147, -0.5756)
H (2.0913, -0.0018, -0.1123)
H (4.8924, 0.5615, 3.3895)
C (3.8202, 1.5049, -3.9530)
C (5.1124, 1.0637, -4.5614)
O (5.6628, 0.2175, -3.5688)
C (4.5974, -0.3113, -2.9121)
O (4.6584, -1.2714, -2.1908)
O (3.4504, 0.3727, -3.1750)
F (5.9457, 2.1119, -4.7444)
H (3.9367, 2.3732, -3.2982)
H (3.0619, 1.7313, -4.7035)
H (5.0035, 0.5092, -5.4977)
C (-3.5046, 1.2810, -0.8745)
C (-3.8998, 2.7130, -0.7093)
O (-4.9242, 2.8776, -1.6687)
C (-5.5051, 1.6515, -1.7934)
O (-6.5694, 1.4612, -2.3065)
O (-4.7293, 0.6692, -1.2552)
F (-2.8746, 3.5410, -1.0266)
H (-2.7649, 1.1361, -1.6678)
H (-3.1182, 0.8466, 0.0488)
H (-4.2831, 2.9623, 0.2844)
C (-9.4827, 1.7391, -1.1902)
C (-10.7604, 1.0477, -0.8373)
O (-10.6930, 0.9450, 0.5709)
C (-9.9456, 2.0099, 0.9775)
O (-9.8967, 2.4051, 2.1056)
O (-9.2660, 2.5741, -0.0604)
F (-10.7982, -0.2017, -1.3592)
H (-8.6436, 1.0473, -1.2959)
H (-9.5672, 2.3291, -2.1038)
H (-11.6630, 1.5957, -1.1233)
C (2.4761, -6.8916, 1.2708)
C (2.3020, -5.6796, 0.4126)
O (1.6662, -4.7599, 1.2789)
C (2.0892, -5.0897, 2.5318)
O (1.9782, -4.3750, 3.4907)
O (2.6596, -6.3252, 2.5622)
F (1.4759, -5.9338, -0.6270)
H (1.5910, -7.5335, 1.2784)
H (3.3402, -7.4893, 0.9776)
H (3.2390, -5.2505, 0.0443)


Molecular formula: C21H25GeN3O4RhS
Method: DFT, ωB97M-V/def2-TZVPD

Output
**Net charge**: +1
**Orbital gap (alpha / beta)**: 9.31 / 7.32 eV
**Multiplicity**: 5
**Energy relative to the best compared isomer or geometry (same formula, charge and spin)**: 0.0 kcal per mole
**Electronic energy**: -105193.5498 eV

Positions of all 56 atoms, in Å:
Rh (1.7052, 0.4938, -0.7008)
O (-2.4651, -0.8611, -4.7482)
C (-1.8257, 0.2351, -5.1104)
O (-2.0919, 0.8576, -6.1027)
C (-0.7187, 0.7225, -4.2223)
C (-0.0240, 1.8834, -4.4997)
N (0.8770, 2.0575, -3.5240)
N (0.8150, 1.0739, -2.6182)
C (-0.1493, 0.2515, -3.0286)
C (-0.4456, -0.9389, -2.1629)
O (-1.3826, -1.6760, -2.4410)
O (0.3162, -1.0781, -1.1378)
H (-2.1242, -1.2351, -3.8966)
H (-0.1314, 2.5642, -5.3278)
H (1.5443, 2.8048, -3.4207)
N (0.4297, 1.3730, 0.6458)
S (-1.1623, 1.0328, 0.5092)
C (-1.5269, -0.2855, 1.6381)
C (-1.9406, -1.4924, 1.0932)
C (-2.1844, -2.5551, 1.9538)
C (-2.0056, -2.4000, 3.3195)
C (-1.5934, -1.1801, 3.8491)
C (-1.3569, -0.1089, 3.0079)
C (-2.0068, 2.4085, 1.2725)
C (-1.3750, 3.6344, 1.3930)
C (-2.0831, 4.6974, 1.9407)
C (-3.3976, 4.5263, 2.3426)
C (-4.0195, 3.2902, 2.2033)
C (-3.3277, 2.2209, 1.6627)
H (0.6984, 1.5747, 1.6062)
H (-2.0637, -1.6121, 0.0240)
H (-2.5129, -3.5030, 1.5503)
H (-2.1977, -3.2323, 3.9837)
H (-1.4683, -1.0645, 4.9171)
H (-1.0634, 0.8531, 3.4123)
H (-0.3551, 3.7640, 1.0587)
H (-1.6024, 5.6605, 2.0462)
H (-3.9446, 5.3585, 2.7646)
H (-5.0466, 3.1595, 2.5153)
H (-3.8048, 1.2536, 1.5611)
C (2.9657, -3.1329, -1.5605)
Ge (3.4611, -2.1042, 0.0117)
C (2.1590, -2.2288, 1.4607)
C (5.2596, -2.5403, 0.6422)
C (3.6770, -0.1740, -0.5351)
H (3.1091, -4.1951, -1.3603)
H (3.5940, -2.8631, -2.4096)
H (1.9205, -2.9699, -1.8177)
H (2.1941, -3.2301, 1.8920)
H (1.1478, -2.0508, 1.0941)
H (2.3911, -1.5149, 2.2528)
H (5.2780, -3.5861, 0.9522)
H (5.5337, -1.9200, 1.4945)
H (5.9932, -2.3995, -0.1500)
H (4.1525, -0.0610, -1.5123)
H (4.1756, 0.4421, 0.2161)


Molecular formula: C21H25IrN12O3
Method: DFT, ωB97M-V/def2-TZVPD

Output
**Net charge**: +2
**Orbital gap**: 5.18 eV
**Energy relative to the best compared isomer or geometry (same formula, charge and spin)**: 88.1 kcal per mole
**Electronic energy**: -49026.3593 eV

Positions of all 62 atoms, in Å:
Ir (-0.2939, 0.4157, 0.4490)
O (0.0444, -4.0759, 3.5756)
C (-0.0155, -4.5327, 2.3202)
C (0.0693, -5.9173, 2.1550)
C (0.0181, -6.4733, 0.8996)
C (-0.1201, -5.6701, -0.2411)
C (-0.2034, -4.3120, -0.0946)
C (-0.1522, -3.7088, 1.1810)
C (-0.2480, -2.2688, 1.2669)
O (-0.3721, -1.5855, 0.1511)
N (-0.2051, -1.6686, 2.4513)
N (-0.3364, -0.3101, 2.3590)
C (-0.5017, 0.3669, 3.4457)
C (-0.5848, 1.8256, 3.4268)
C (-0.0785, 2.6042, 4.3895)
C (-0.0606, 4.0563, 4.2436)
C (-0.5016, 4.6696, 3.1434)
C (-1.0501, 3.8745, 2.0491)
N (-1.1725, 2.4230, 2.2632)
H (-0.0521, -3.1078, 3.5756)
H (0.1700, -6.5263, 3.0427)
H (0.0812, -7.5482, 0.7938)
H (-0.1671, -6.1200, -1.2224)
H (-0.3208, -3.6773, -0.9615)
H (-0.5201, -0.1667, 4.3906)
H (0.3356, 2.1516, 5.2798)
H (0.2855, 4.6429, 5.0844)
H (-0.5761, 5.7456, 3.0766)
H (-1.9181, 4.3056, 1.5566)
N (4.4638, -0.8177, -1.1565)
N (3.4767, -0.4210, -0.2992)
N (3.7292, -0.1346, 0.9583)
C (2.5632, 0.3081, 1.3824)
N (1.6730, 0.2965, 0.3779)
N (2.2747, -0.1925, -0.7006)
H (5.2158, -1.2365, -0.6188)
H (4.0855, -1.4451, -1.8576)
H (2.3697, 0.6553, 2.3821)
O (-0.1779, 3.4704, 0.8128)
C (-0.4515, 2.2351, 1.0996)
C (0.3849, 1.9407, -2.1913)
N (0.0188, 2.2496, -3.5439)
C (0.0498, 1.0246, -4.3500)
N (-0.9015, 0.0381, -3.8324)
C (-0.5581, -0.3031, -2.4832)
N (-0.5671, 0.9281, -1.5812)
C (-1.9593, 1.5254, -1.6912)
N (-2.3072, 1.8333, -3.0469)
C (-1.3374, 2.8012, -3.5749)
C (-2.2481, 0.6122, -3.8606)
H (0.3506, 2.8399, -1.5741)
H (1.3849, 1.5133, -2.1654)
H (1.0563, 0.6040, -4.3319)
H (-0.2081, 1.2670, -5.3794)
H (0.4412, -0.7316, -2.4317)
H (-1.2746, -1.0145, -2.0739)
H (-1.9765, 2.4415, -1.0965)
H (-2.6669, 0.7979, -1.2769)
H (-1.3733, 3.7150, -2.9795)
H (-1.6032, 3.0452, -4.6019)
H (-2.5159, 0.8580, -4.8865)
H (-2.9644, -0.1160, -3.4777)